Record 1
The following is a quantum chemistry calculation of a structure of composition C2H76MnO49P2 at a distorted geometry, from the Open Molecules 2025 dataset.

Atoms and positions in Å:
O  -22.157  -10.333  -15.126
H  -23.038  -10.704  -15.036
H  -21.535  -10.766  -14.537
H  -21.850  -10.437  -16.029
O  -24.982  -12.277  -12.881
H  -24.936  -11.873  -13.751
H  -25.692  -11.867  -12.382
H  -24.131  -12.200  -12.443
O  -20.705  -15.462  -10.627
H  -19.897  -15.566  -10.119
H  -21.407  -15.253  -10.006
H  -20.677  -14.655  -11.147
O  -19.726  -13.201  -15.466
H  -20.425  -13.331  -16.112
H  -19.005  -12.670  -15.811
H  -20.085  -12.653  -14.765
O  -23.507  -13.942  -15.683
H  -22.770  -13.792  -16.280
H  -23.102  -13.903  -14.813
H  -24.107  -13.203  -15.804
O  -18.659  -10.618  -12.751
H  -17.853  -10.717  -13.264
H  -18.526  -10.741  -11.809
H  -19.443  -11.101  -13.022
Mn  -19.969  -9.995  -18.221
C  -25.484  -11.302  -16.167
O  -25.316  -12.207  -16.996
O  -26.396  -10.417  -16.319
O  -24.681  -11.210  -15.201
C  -17.681  -10.219  -16.935
O  -16.539  -10.419  -16.479
O  -18.763  -10.359  -16.378
O  -17.811  -10.096  -18.143
P  -21.473  -12.130  -18.133
O  -21.681  -10.670  -17.570
O  -21.584  -13.267  -17.073
O  -20.053  -11.976  -18.734
O  -22.248  -12.257  -19.501
P  -21.569  -12.596  -12.861
O  -20.640  -11.706  -13.735
O  -22.606  -11.649  -12.161
O  -20.612  -13.360  -11.819
O  -22.353  -13.603  -13.697
O  -20.548  -8.636  -9.044
H  -21.338  -8.110  -8.921
H  -20.677  -9.067  -9.889
O  -18.638  -16.098  -14.411
H  -18.322  -16.845  -13.902
H  -17.850  -15.726  -14.805
O  -21.927  -17.451  -16.464
H  -21.616  -16.960  -15.704
H  -22.576  -18.058  -16.109
O  -22.707  -18.197  -13.314
H  -23.522  -17.811  -13.638
H  -22.070  -17.484  -13.360
O  -18.305  -16.322  -10.050
H  -17.936  -16.977  -10.643
H  -17.542  -15.897  -9.658
O  -15.245  -13.671  -12.526
H  -15.014  -13.433  -11.628
H  -16.174  -13.897  -12.483
O  -23.690  -14.797  -11.914
H  -23.605  -14.374  -11.059
H  -23.162  -14.258  -12.502
O  -22.691  -15.364  -9.058
H  -22.601  -16.213  -8.625
H  -23.091  -14.799  -8.398
O  -26.618  -10.436  -11.120
H  -27.348  -11.013  -11.340
H  -26.541  -10.499  -10.168
O  -20.962  -13.486  -7.115
H  -20.835  -12.922  -7.877
H  -21.866  -13.791  -7.190
O  -23.362  -10.793  -9.979
H  -23.096  -11.091  -10.849
H  -23.032  -9.896  -9.922
O  -21.239  -16.018  -14.207
H  -20.296  -15.859  -14.185
H  -21.627  -15.210  -13.871
O  -24.578  -13.219  -9.906
H  -24.199  -12.342  -9.850
H  -25.482  -13.109  -9.610
O  -23.804  -9.438  -12.922
H  -23.212  -8.780  -12.556
H  -23.384  -10.275  -12.723
O  -17.828  -10.083  -10.246
H  -18.419  -10.074  -9.492
H  -16.961  -10.228  -9.869
O  -25.094  -16.558  -13.472
H  -26.012  -16.593  -13.205
H  -24.708  -15.881  -12.916
O  -16.397  -10.646  -13.789
H  -16.529  -10.691  -14.737
H  -15.452  -10.545  -13.683
O  -20.157  -8.310  -14.354
H  -20.330  -7.500  -14.833
H  -19.454  -8.735  -14.847
O  -24.413  -11.472  -7.397
H  -24.083  -11.278  -8.274
H  -25.164  -10.889  -7.287
O  -25.432  -16.265  -10.304
H  -24.680  -15.945  -10.803
H  -25.198  -16.106  -9.389
O  -22.563  -15.285  -18.622
H  -22.190  -14.680  -17.980
H  -22.422  -16.152  -18.243
O  -21.067  -9.199  -11.603
H  -21.254  -10.137  -11.622
H  -20.690  -9.013  -12.463
O  -27.370  -15.574  -12.177
H  -26.659  -15.231  -12.718
H  -26.958  -15.773  -11.337
O  -21.048  -12.151  -9.516
H  -21.914  -11.749  -9.448
H  -20.999  -12.463  -10.420
O  -23.240  -7.842  -9.513
H  -22.982  -7.475  -10.358
H  -24.192  -7.751  -9.491
O  -19.591  -14.813  -17.885
H  -20.168  -14.054  -17.806
H  -19.581  -15.010  -18.821
O  -26.440  -8.941  -13.975
H  -26.516  -9.442  -14.787
H  -25.581  -9.179  -13.626
O  -18.139  -13.865  -12.483
H  -18.225  -14.548  -13.148
H  -19.040  -13.628  -12.265
O  -16.939  -13.540  -16.166
H  -16.600  -12.675  -15.935
H  -16.223  -14.141  -15.960

Force components x, y, z for each atom (eV/Å):
O -0.069 2.000 1.457
H -2.819 -0.638 -0.439
H 0.980 -0.523 0.790
H 0.417 -0.359 -3.397
O -1.811 -2.091 1.757
H 0.196 1.938 -4.454
H -0.286 0.686 0.549
H 1.574 0.351 0.737
O -0.107 -2.576 0.683
H 1.388 -0.381 0.116
H -1.569 -0.068 1.218
H 0.393 2.881 -2.438
O 2.919 -1.279 1.485
H -2.492 -0.230 -2.697
H 0.864 0.312 -1.111
H -0.796 1.181 1.367
O -1.942 -2.334 -0.351
H 1.533 0.596 -2.060
H 0.189 0.298 1.052
H -1.847 1.742 -1.147
O -0.612 1.514 1.446
H 2.230 -0.229 -0.871
H 0.805 0.292 1.112
H -1.838 -1.220 -1.548
Mn 2.130 -1.471 0.107
C -3.299 1.294 -3.941
O 0.629 -2.111 -0.340
O -0.127 0.169 0.953
O 3.691 -0.227 5.852
C 2.579 -1.629 -1.379
O 1.855 -0.325 2.955
O -5.007 -0.056 5.875
O -0.422 2.521 -6.456
P -2.330 0.564 -8.562
O -0.734 0.719 2.260
O 0.327 0.776 0.875
O 1.974 -0.046 1.943
O -0.025 -0.452 4.129
P 0.542 -0.414 0.826
O -0.237 -0.529 1.303
O 1.422 -1.635 -0.327
O -1.909 1.505 -1.398
O 1.636 0.817 1.816
O 0.572 -0.040 0.960
H -0.190 0.044 0.138
H 0.048 0.144 -0.600
O 0.532 0.010 0.480
H -0.029 -0.388 0.064
H 0.089 0.378 -0.731
O -0.022 -0.520 -0.776
H 0.083 0.443 0.352
H -0.153 -0.089 0.150
O 0.130 -0.938 0.374
H -0.545 0.287 0.030
H 0.280 0.431 -0.272
O -0.008 -0.032 0.381
H -0.105 -0.175 -0.275
H 0.156 0.276 0.112
O 0.718 -0.206 -0.092
H 0.038 0.079 0.143
H -0.769 0.259 -0.002
O -0.304 -0.975 1.064
H -0.423 0.268 0.377
H 0.382 0.099 -1.168
O -0.181 -0.222 0.156
H 0.035 -0.483 0.068
H -0.225 0.545 -0.091
O 0.408 -0.307 -0.142
H -0.614 0.088 -0.199
H 0.099 -0.021 0.297
O 0.189 -0.662 0.885
H 0.036 0.434 -0.812
H -0.047 0.193 0.129
O -0.735 0.338 1.885
H 0.410 -0.493 -1.400
H -0.095 0.831 0.322
O -0.164 -0.493 0.425
H 0.487 0.009 -0.366
H -0.443 0.531 -0.010
O -0.051 -0.468 0.180
H 0.144 0.516 0.046
H -0.254 -0.157 0.051
O -0.591 0.761 0.155
H 0.226 0.113 -0.067
H 0.333 -0.167 -0.094
O 0.012 -0.175 -0.219
H -0.524 0.173 0.308
H 0.259 -0.071 -0.070
O 0.038 -0.381 -0.599
H -0.251 -0.614 -0.077
H 0.480 0.284 0.224
O 0.081 -0.144 1.560
H -0.132 0.415 -2.575
H 0.006 -0.051 0.202
O -0.147 0.188 0.675
H -0.199 0.137 -0.073
H 0.461 -0.652 -0.532
O -0.241 -0.317 0.499
H 0.364 0.308 -0.409
H -0.129 0.159 0.141
O -0.543 -0.359 0.571
H 0.426 0.060 -0.495
H -0.020 0.049 0.133
O -0.452 -0.638 -0.639
H 0.122 0.247 -0.105
H 0.121 -0.256 0.328
O -0.179 0.045 0.482
H -0.390 -0.491 -0.212
H 0.374 0.486 -0.841
O -0.821 0.130 -0.272
H -0.037 0.656 -0.100
H 0.399 -0.167 0.436
O 0.494 0.135 1.108
H -0.407 0.514 0.164
H 0.430 -0.585 -0.739
O 0.050 -0.158 0.209
H 0.158 0.105 -0.421
H -0.327 0.029 0.002
O 0.937 -0.966 0.353
H -0.095 0.055 -0.418
H -0.131 0.116 -0.169
O -0.545 0.882 1.550
H 0.082 -0.854 -1.691
H 0.325 -0.034 -0.096
O 1.507 -0.181 0.087
H -0.238 -0.261 -0.418
H -0.923 0.336 0.275
O -0.355 -0.524 0.283
H 0.274 0.859 -0.210
H 0.243 -0.063 -0.081

As for the net charge: -2. Its expectation value of S² is 8.762. The value obtained for the HOMO energy is -1.5 eV. The spin multiplicity is 6.

=====

Record 2
The following is a quantum chemistry calculation of a structure of composition C8H33N13NbO8 at a distorted geometry, from the Open Molecules 2025 dataset.

Atoms and positions in Å:
C  1.533  0.035  0.543
C  0.257  -0.155  -0.284
Nb  -1.580  -0.461  0.985
O  -2.610  0.799  -0.311
N  -3.947  1.002  -0.209
O  -4.621  0.281  -0.865
H  2.444  0.097  -0.074
H  1.698  -0.786  1.246
H  1.491  0.966  1.118
H  0.085  0.707  -0.943
H  0.361  -1.028  -0.949
H  -1.329  0.677  2.436
H  -3.262  -0.803  1.653
H  -2.025  -2.063  0.202
H  -0.861  -1.632  2.117
C  4.771  -1.853  1.349
O  3.972  -1.911  2.262
N  5.756  -0.905  1.311
N  4.754  -2.751  0.306
H  6.474  -0.851  0.613
H  5.769  -0.237  2.065
H  4.019  -3.434  0.311
H  5.399  -2.715  -0.460
C  -7.208  1.302  -3.903
O  -8.109  1.572  -3.141
N  -7.349  1.521  -5.273
N  -6.004  0.777  -3.550
H  -6.633  1.307  -5.940
H  -8.221  1.907  -5.580
H  -5.770  0.549  -2.598
H  -5.309  0.561  -4.241
C  -2.500  -0.482  -4.731
O  -2.202  -1.601  -4.366
N  -2.870  0.516  -3.881
N  -2.426  -0.135  -6.072
H  -3.061  1.449  -4.195
H  -2.911  0.320  -2.888
H  -2.116  -0.846  -6.707
H  -2.625  0.787  -6.413
C  7.390  -0.714  4.605
O  7.292  0.283  3.913
N  6.416  -1.662  4.663
N  8.510  -0.955  5.372
H  6.476  -2.509  5.195
H  5.589  -1.496  4.107
H  9.239  -0.268  5.343
H  8.610  -1.766  5.953
C  -2.870  0.935  5.689
O  -2.787  -0.042  4.997
N  -4.081  1.523  6.026
N  -1.757  1.580  6.206
H  -4.159  2.356  6.575
H  -4.900  1.103  5.626
H  -0.868  1.207  5.926
H  -1.804  2.415  6.756
C  1.338  0.964  -3.931
O  1.359  1.673  -4.928
N  0.543  -0.130  -3.815
N  2.135  1.225  -2.846
H  0.512  -0.714  -2.998
H  -0.152  -0.273  -4.519
H  2.701  2.052  -2.884
H  2.030  0.727  -1.978

Force components x, y, z for each atom (eV/Å):
C 0.021 0.045 0.182
C -0.205 -0.233 -0.810
Nb 0.508 0.972 -0.296
O -0.842 -0.372 0.012
N 0.304 0.600 0.390
O 0.338 -0.213 -0.414
H -0.001 -0.022 0.045
H -0.007 0.133 -0.030
H 0.027 -0.131 0.043
H -0.042 -0.022 0.046
H 0.010 0.004 0.088
H -0.148 -0.788 0.061
H -0.006 -0.038 -0.540
H 0.172 0.188 0.877
H -0.025 -0.104 0.168
C 0.447 -0.066 -0.474
O -0.135 -0.048 0.435
N -0.172 0.025 0.045
N 0.058 0.164 0.279
H -0.086 -0.072 -0.027
H 0.193 -0.013 -0.027
H 0.006 0.049 -0.043
H -0.091 0.045 -0.015
C 0.156 -0.045 -0.700
O -0.217 0.060 0.349
N 0.125 -0.052 0.382
N 0.127 0.011 -0.218
H -0.054 -0.009 0.003
H 0.033 -0.017 0.007
H -0.276 0.102 0.149
H -0.036 -0.070 0.080
C 0.202 0.292 -0.390
O 0.009 -0.289 0.108
N -0.268 -0.071 0.018
N -0.274 0.104 0.380
H 0.133 0.008 0.058
H 0.094 -0.037 -0.092
H -0.002 0.016 0.023
H 0.123 -0.015 0.001
C 0.185 -0.400 0.238
O -0.020 0.273 -0.181
N -0.158 0.161 -0.106
N -0.209 0.017 -0.138
H 0.063 0.057 0.009
H -0.062 -0.187 0.004
H -0.027 -0.031 0.012
H 0.001 0.046 -0.004
C 0.005 0.966 0.348
O -0.084 -0.520 -0.047
N 0.314 -0.325 -0.015
N -0.293 -0.343 -0.034
H -0.001 0.006 -0.067
H 0.014 0.075 -0.004
H -0.014 0.084 -0.025
H 0.013 0.009 -0.073
C 0.107 0.189 0.276
O -0.075 0.050 -0.154
N 0.136 -0.131 -0.085
N 0.107 -0.263 -0.102
H -0.079 0.173 0.097
H 0.021 -0.109 -0.131
H -0.059 -0.005 0.008
H -0.088 0.118 0.020

As for the net charge: -1. The value obtained for the HOMO energy is -4.8 eV. The spin multiplicity is 1.

=====

Here are the calculated HOMO-LUMO gap numbers, same order: 0.1286 0.2504 (hartree).